Here is a structure of composition C29H33CaN3O in a non-equilibrium geometry from OMol25. Energies are from wB97M-V/def2-TZVPD.

The geometry in XYZ format:
```
67
Properties=species:S:1:pos:R:3:mulliken_charge:R:1
Ca 1.18737 -1.03229 -0.81215 0.8645
N -2.47114 -1.03465 2.23042 -0.4678
N -0.89044 -2.10262 -0.47856 0.2582
C 2.52085 1.02621 0.50114 1.1400
C 2.86985 -0.25951 1.02377 -1.3645
C 2.26073 -0.39765 2.29452 0.7601
C 2.32222 -1.61535 3.13016 -1.4142
H 2.15884 -2.53581 2.54519 0.2275
H 1.56905 -1.59440 3.92758 0.3282
H 3.31379 -1.71585 3.60310 0.3400
C 1.51424 0.78027 2.55471 0.8016
C 0.63605 0.95809 3.71774 -2.0883
H 1.16455 0.65551 4.63955 0.2711
H -0.38284 0.24406 3.68236 0.4735
H 0.30716 2.00362 3.79832 0.5437
C 1.73784 1.68345 1.47785 0.0943
C 1.16045 3.03374 1.33927 -1.8775
H 0.31041 3.14792 2.01801 0.3519
H 0.81864 3.21378 0.31254 0.2619
H 1.88826 3.82118 1.58162 0.2738
C 3.57154 -1.36200 0.29194 -0.1002
H 4.52738 -1.67726 0.75187 0.6402
H 3.81667 -1.08747 -0.75917 -0.1031
H 2.92300 -2.28284 0.30474 0.3190
C 2.88129 1.56914 -0.83974 -1.1421
H 1.95356 1.90328 -1.34381 0.2237
H 3.40256 0.82326 -1.47043 0.3068
H 3.55673 2.44728 -0.81671 0.4741
C -2.74866 -0.93068 3.62683 0.2149
H -3.23541 0.00403 3.90472 0.4938
C -3.39865 -2.15343 4.15530 -0.6551
H -4.10921 -2.05054 4.97696 0.2788
C -3.12523 -3.33477 3.51989 -0.4075
H -3.54224 -4.26454 3.89433 0.2949
C -2.23350 -3.37023 2.44394 -0.8376
H -1.83982 -4.29166 2.04016 0.4086
C -1.84912 -2.14553 1.83029 -0.1685
C -0.67301 -2.20397 0.90155 -0.4439
H 0.12566 -2.92865 1.15436 -0.2458
C -1.52086 -1.02791 -1.08780 -0.6061
C -0.21987 -2.86771 -1.48879 -0.5943
H 0.34702 -3.76278 -1.23032 0.4688
C -0.23906 -2.11742 -2.61413 -0.3417
H 0.02350 -2.38226 -3.63547 0.2797
N -0.95774 -0.92764 -2.30836 0.7347
C -1.06935 0.26252 -3.10111 -1.3547
C 0.04347 0.72494 -3.82082 2.3538
C 0.01886 2.07684 -4.20111 -1.8387
H 0.84638 2.45478 -4.80141 0.0182
C -1.01718 2.92765 -3.81191 1.3428
C -0.99565 4.38147 -4.19600 -1.5279
H -0.76392 5.01978 -3.32771 0.2923
H -1.97950 4.69457 -4.57689 0.3648
H -0.23847 4.57047 -4.96916 0.3521
C -2.08027 2.43091 -3.05271 -1.4861
H -2.89468 3.09382 -2.75509 0.2680
C -2.10620 1.09404 -2.65410 1.4420
C -3.12786 0.57914 -1.72091 -1.3818
H -3.78834 -0.14635 -2.20965 0.3211
H -3.75608 1.39807 -1.36563 0.4050
H -2.60296 0.00122 -0.81586 0.3928
C 1.25213 -0.10862 -4.12845 -2.0285
H 1.00558 -1.01262 -4.70703 0.3829
H 1.89147 -0.39720 -3.25609 0.1498
H 1.90430 0.50978 -4.75739 0.5113
O -0.71543 -1.63077 4.79579 -0.5136
C -1.25872 -0.78182 4.14397 0.2642
```

Net charge: -2
M: 479.7 g mol⁻¹
Total energy: -55552.6697 eV